1.
10
Properties=species:S:1:pos:R:3:forces:R:3:lowdin_charge:R:1 method="wB97M-V/def2-TZVPD" total_charge=0 energy_ha=-297.40604 e_above_lowest_kj_mol=625.6
C 1.5960 -0.0685 1.1343 0.38 3.73 -0.06 -0.43
C -1.3608 0.2973 -0.7830 -2.07 1.92 -2.46 -0.03
N 0.4328 0.4000 0.5472 1.19 1.38 1.75 0.00
N 2.2636 -1.0812 1.0388 0.45 -2.73 -0.36 0.17
N 0.0261 -1.5975 -0.4245 0.55 -1.93 -0.38 0.26
N -0.2039 -0.4365 -0.1917 -1.42 0.93 -0.58 -0.43
H 2.1758 0.8217 1.5974 -1.00 -1.13 -0.19 0.13
H -2.4143 -0.1881 -0.7034 2.24 0.48 0.35 0.11
H -1.2744 1.3123 -0.2651 -0.57 -1.67 -0.69 0.10
H -1.2409 0.5405 -1.9501 0.26 -0.98 2.62 0.12

=====

2.
10
Properties=species:S:1:pos:R:3:forces:R:3:lowdin_charge:R:1 method="wB97M-V/def2-TZVPD" total_charge=0 energy_ha=-297.44357 e_above_lowest_kj_mol=527.0
N -1.6586 -0.1646 0.0206 0.18 -0.06 -0.17 0.06
C -0.7325 0.2301 -0.8177 -0.35 0.03 0.30 -0.14
N 0.9035 -1.6473 -0.5331 0.86 0.20 0.52 0.04
C 1.7616 -1.1795 0.0880 -0.54 -0.74 -0.54 -0.13
N 1.1580 1.1523 0.5401 -0.70 0.09 -0.18 0.04
N 0.1533 1.2075 -0.1393 0.36 0.13 0.20 -0.25
H -1.6197 -0.0542 1.0324 0.10 0.09 -0.08 0.11
H -2.3951 -0.7643 -0.3284 0.15 0.09 0.03 0.10
H 2.6287 -0.9011 0.6450 -0.09 0.05 -0.05 0.05
H -0.1991 2.1211 -0.5077 0.04 0.12 -0.03 0.11

=====

3.
10
Properties=species:S:1:pos:R:3:forces:R:3:lowdin_charge:R:1 method="wB97M-V/def2-TZVPD" total_charge=0 energy_ha=-297.50411 e_above_lowest_kj_mol=368.1
N 1.8195 -0.2555 0.1896 -0.05 0.05 -0.04 0.06
C 0.4318 -0.0328 0.0581 -0.35 0.14 0.00 -0.41
N -0.4367 -1.0001 -0.1453 0.62 0.46 0.12 -0.01
N -1.6660 -0.6264 -0.1657 0.60 1.41 0.05 -0.01
N -1.5621 1.2157 -0.0421 -1.26 -4.29 -0.39 0.15
C -0.3032 1.2161 0.1552 -1.17 0.35 0.43 -0.19
H 2.3195 -0.0770 -0.6777 -0.12 0.07 0.17 0.08
H 1.9915 -1.2242 0.4450 -0.08 0.24 0.03 0.08
H -2.2546 -1.4556 -0.4027 -0.18 1.76 -0.05 0.12
H -0.3396 2.2397 0.5856 2.00 -0.19 -0.33 0.13

=====

4.
10
Properties=species:S:1:pos:R:3:forces:R:3:lowdin_charge:R:1 method="wB97M-V/def2-TZVPD" total_charge=0 smiles="[H]/N=C(/N)C1N=N1" energy_ha=-297.53244 e_above_lowest_kj_mol=293.7
H 1.0342 -1.7539 -0.3796 0.32 0.68 0.70 0.03
N 0.2120 -1.4610 0.1402 -2.03 -0.76 -1.69 0.10
C -0.2893 -0.2913 -0.1086 0.61 -0.72 2.13 -0.50
N -1.6091 -0.0249 0.0367 -0.09 -0.02 -0.27 0.13
C 0.6613 0.8437 -0.0707 -0.92 -0.22 -1.28 -0.32
N 1.8413 0.3763 0.6115 1.23 0.52 -3.26 0.13
N 1.9090 0.4073 -0.6593 0.76 0.46 3.45 0.11
H -1.9007 0.8375 0.4631 -0.07 0.04 -0.13 0.09
H -2.2258 -0.8183 0.0975 0.05 0.01 0.19 0.10
H 0.3672 1.8845 -0.1308 0.13 0.01 0.15 0.12

=====

5.
10
Properties=species:S:1:pos:R:3:forces:R:3:lowdin_charge:R:1 method="wB97M-V/def2-TZVPD" total_charge=0 smiles=Nc1cn[nH]n1 energy_ha=-297.60665 e_above_lowest_kj_mol=98.9
N -1.1971 1.3305 0.3410 0.00 0.09 -0.12 0.09
C -0.1276 0.4694 0.0812 -0.02 -0.40 0.01 -0.42
C 0.0251 -0.7390 0.7963 0.07 -0.13 0.20 -0.12
N 0.9783 -1.4512 0.2340 0.07 0.26 0.16 0.04
N 1.4499 -0.6519 -0.7066 -0.21 0.04 -0.27 -0.10
N 0.7867 0.5170 -0.8710 -0.37 -0.37 0.01 0.10
H -2.0354 0.7594 0.3388 -0.03 0.36 0.16 0.09
H -1.3260 2.1106 -0.2889 0.31 -0.12 -0.10 0.08
H -0.4840 -1.0508 1.6947 -0.06 -0.13 -0.15 0.10
H 1.9247 -1.0820 -1.4864 0.23 0.40 0.11 0.14

=====

6.
10
Properties=species:S:1:pos:R:3:forces:R:3:lowdin_charge:R:1 method="wB97M-V/def2-TZVPD" total_charge=0 smiles=Nc1c[nH]nn1 energy_ha=-297.52632 e_above_lowest_kj_mol=309.8
N -0.4624 0.1272 1.8902 -2.64 -2.16 1.01 0.08
C -0.0767 0.0487 0.5580 -1.38 -0.89 -3.60 -0.38
C -0.5659 -0.1892 -0.7508 -4.08 -1.56 0.41 -0.11
N 0.3197 0.1843 -1.6629 2.31 -1.20 -4.18 -0.05
N 1.3629 0.5948 -0.9943 3.27 0.47 -3.75 -0.07
N 1.1047 0.4451 0.1781 4.01 2.40 6.96 -0.02
H 0.2586 0.1233 2.6003 0.51 0.23 -0.70 0.08
H -1.1842 -0.6009 2.2284 1.50 1.66 -1.22 0.13
H -1.4052 -0.4973 -1.3334 -1.41 -0.61 1.09 0.09
H 0.6485 -0.2359 -2.7137 -2.09 1.66 3.97 0.26

=====

7.
10
Properties=species:S:1:pos:R:3:forces:R:3:lowdin_charge:R:1 method="wB97M-V/def2-TZVPD" total_charge=0 smiles=Nn1cncn1 energy_ha=-297.50340 e_above_lowest_kj_mol=369.9
N -1.8617 -0.2758 -0.9600 1.69 0.68 2.61 0.02
N -0.5470 -0.2308 -0.0552 -3.31 0.59 -3.28 -0.22
C 0.5085 -1.0361 -0.1254 2.93 0.74 -0.63 -0.17
N 1.5613 -0.3364 0.3850 -0.92 -1.51 -0.57 0.03
C 1.0671 0.8951 0.6581 -0.01 -1.75 1.28 -0.24
N -0.2174 1.0174 0.3013 0.50 0.33 1.78 0.03
H -2.7474 -0.5938 -0.2138 3.32 2.36 -2.79 0.16
H -1.6480 0.7770 -1.3715 -2.14 -3.18 1.82 0.13
H 0.7339 -1.9113 -0.7922 -1.18 0.68 1.27 0.14
H 1.6614 1.3532 1.4840 -0.88 1.05 -1.48 0.12

=====

8.
10
Properties=species:S:1:pos:R:3:forces:R:3:lowdin_charge:R:1 method="wB97M-V/def2-TZVPD" total_charge=0 energy_ha=-297.49725 e_above_lowest_kj_mol=386.1
N 2.1440 0.1216 -0.1767 0.04 0.04 0.07 0.15
C 0.8562 -0.3116 -0.2180 -0.25 -0.37 0.19 -0.65
N 0.3327 -1.4558 -0.2227 0.48 0.01 -0.05 0.30
N -1.9856 -0.7159 0.1949 -0.05 0.33 0.01 0.09
C -1.4195 0.4124 -0.0289 -0.29 -0.24 0.19 -0.37
N -0.1608 0.5828 -0.4662 0.05 0.33 -0.25 0.13
H 2.2443 1.0981 0.0621 0.01 -0.12 -0.05 0.10
H 2.8404 -0.5099 0.1887 -0.12 0.08 -0.06 0.10
H -2.9137 -0.5967 0.6043 0.08 0.05 -0.09 0.04
H -1.9379 1.3750 0.0626 0.05 -0.11 0.03 0.12